Below is a 9-piece molecular cluster, C4H28N2O8 overall in a non-equilibrium geometry, with properties calculated with ωB97M-V with the def2-TZVPD basis set.

Computed properties:
2S+1: 2
ΔE to the lowest compared entry with this formula, charge and spin (eV): 0.000
Charge: +1

Positions of all 42 atoms, in Å:
H: 0.57546 1.65738 1.76669
H: 2.71432 1.92282 0.87578
O: 1.25062 -3.34027 -0.83386
H: -1.77331 -1.93064 -1.53095
H: -3.05214 -0.10867 -0.92513
H: 1.26863 -0.36749 0.77664
H: -1.74571 0.43424 0.88585
H: 2.54359 -2.12565 -0.79665
H: -0.02326 -1.31309 -0.06409
H: -0.54856 3.15920 0.15721
H: 4.25824 0.10290 1.38566
H: -3.50120 2.09605 -1.61948
C: 0.24540 -0.28262 0.27218
H: -0.03513 -1.31164 2.78878
O: 3.07355 -1.35706 -1.02328
O: -1.05662 -2.49927 -1.93339
O: -3.13940 1.58548 -0.85959
H: 3.42343 -0.11125 0.07450
H: -2.56905 2.15388 -0.33404
H: -1.52878 -3.06288 -2.58987
H: -0.32053 1.27394 3.08897
H: -3.32922 -1.25954 0.02640
H: 0.97810 -4.05295 -0.20165
H: -0.76945 1.11289 -1.09723
H: 0.78277 0.57721 -2.89847
H: 0.18976 -0.84063 -2.29650
H: 2.59879 3.34090 0.32056
C: 0.23662 0.67989 -0.92171
C: -1.02879 -1.00291 2.33804
O: -1.47801 3.27730 0.40549
H: -1.69277 -0.72420 3.15433
N: -0.33850 1.40056 2.04339
C: -0.78203 0.17630 1.34960
H: -1.45877 -1.87085 1.79465
H: 0.94474 1.50751 -0.74765
O: 3.75686 0.57958 0.70915
H: 2.48184 -0.85917 -1.57814
N: 0.74759 -0.04102 -2.11072
H: 0.43090 -3.00718 -1.21122
O: 2.18026 2.71765 0.91748
H: -1.43893 2.81426 1.29821
O: -3.07134 -1.10099 -0.85596